[1]
Computed, not measured: a structure of composition C26H48ClNO36PS9 in a non-equilibrium geometry, with ωB97M-V/def2-TZVPD.

## Properties
LUMO level, Eh: -0.1929
Multiplicity: 1
Charge: +1
Kohn-Sham gap, Eh: 0.194

Each line ends with the Mulliken charge.
Cartesian coordinates (Å):
1 C 5.63716 2.34156 2.30172  -0.267
2 C 4.63169 2.42046 3.18726  -0.199
3 C 3.72254 3.66020 3.30802  0.344
4 O 4.16036 4.67891 3.75151  -0.499
5 O 2.43771 3.49385 2.84489  -0.082
6 C 1.57325 4.57324 3.20612  -0.759
7 C 0.26568 4.38534 2.35819  -0.450
8 C -0.54978 5.71236 2.17872  -0.725
9 C -1.97449 5.50542 2.85369  -0.804
10 C -2.92213 4.92972 1.74357  -0.675
11 C -4.41820 4.92266 2.22442  -0.451
12 S -4.92814 3.18139 2.55819  0.314
13 O -4.76190 2.91378 4.23999  -0.227
14 C -5.32551 1.71318 4.45807  0.430
15 N -5.52066 0.62527 4.80958  -0.312
16 P -7.04985 3.13316 2.02447  0.390
17 O -7.47744 1.54079 1.93917  -0.265
18 Cl -7.99690 3.95808 3.67094  -0.176
19 H 5.47619 2.75883 1.29125  0.219
20 H 6.56428 1.82838 2.59934  -0.064
21 H 4.38703 1.58106 3.86620  0.397
22 H 1.99748 5.57749 3.03100  0.408
23 H 1.28046 4.54395 4.28202  0.233
24 H 0.63140 4.04700 1.36248  0.290
25 H -0.32957 3.54504 2.77514  0.317
26 H -0.04972 6.61171 2.57496  0.506
27 H -0.71795 5.82469 1.08615  0.341
28 H -2.30793 6.49111 3.22849  0.456
29 H -1.84246 4.76781 3.67383  0.299
30 H -2.56038 3.92184 1.45244  0.340
31 H -2.83400 5.61240 0.87506  0.429
32 H -4.60015 5.57023 3.10077  0.570
33 H -5.04245 5.22731 1.35572  0.280
34 H -7.49015 1.36446 0.97850  0.354
35 C 1.62135 -1.35783 1.52995  -0.342
36 C 2.63989 -1.00032 2.59298  -0.051
37 O 3.90474 -1.30371 2.00145  -0.273
38 S 3.82713 -1.04350 0.41587  1.081
39 O 4.35930 0.23919 0.14293  -0.508
40 O 4.27385 -2.21366 -0.25381  -0.495
41 O 2.22070 -0.96005 0.29476  -0.345
42 H 1.44730 -2.43592 1.49390  0.303
43 H 0.67359 -0.84367 1.67553  0.298
44 H 2.49991 -1.56684 3.51087  0.364
45 H 2.61901 0.06949 2.81904  -0.010
46 C 3.73909 -3.75870 -2.96884  -0.217
47 C 4.93185 -3.23540 -3.74048  -0.217
48 O 5.00176 -4.05935 -4.91481  -0.064
49 S 3.51087 -4.49204 -5.33568  0.926
50 O 3.05421 -3.61253 -6.35839  -0.526
51 O 3.47739 -5.90264 -5.47577  -0.565
52 O 2.76672 -4.08717 -3.96505  -0.354
53 H 3.98952 -4.67108 -2.42218  0.314
54 H 3.34088 -3.02230 -2.27784  0.092
55 H 5.85607 -3.29928 -3.17121  0.348
56 H 4.77465 -2.20238 -4.06032  0.209
57 C 10.11980 -5.42721 -5.33813  -0.369
58 C 9.48331 -6.06272 -4.11792  -0.356
59 O 8.46742 -5.13877 -3.71396  -0.283
60 S 7.86871 -4.40378 -5.01843  1.128
61 O 6.67203 -5.05873 -5.39694  -0.452
62 O 7.92965 -2.99992 -4.80737  -0.555
63 O 9.03686 -4.82460 -6.05048  -0.279
64 H 10.82198 -4.63984 -5.05376  0.292
65 H 10.62866 -6.15556 -5.96578  0.314
66 H 10.19674 -6.22413 -3.31324  0.304
67 H 8.99965 -7.00960 -4.36961  0.285
68 C -6.77417 4.88612 -3.73279  -0.375
69 C -7.24177 3.53786 -3.22948  -0.310
70 O -6.38940 3.25747 -2.10586  -0.321
71 S -6.00078 4.63550 -1.38243  1.275
72 O -6.86862 4.81832 -0.26256  -0.573
73 O -4.58770 4.69264 -1.24638  -0.585
74 O -6.45820 5.63225 -2.54563  -0.331
75 H -5.86507 4.79575 -4.33016  0.311
76 H -7.53785 5.39780 -4.31333  0.323
77 H -7.15638 2.75825 -3.98209  0.325
78 H -8.27209 3.58315 -2.86991  0.299
79 C 3.49342 -1.32047 -9.00707  -0.121
80 C 4.99630 -1.39205 -9.16801  -0.286
81 O 5.31924 -0.31149 -10.05129  -0.324
82 S 4.28770 0.90123 -9.80580  1.106
83 O 4.89675 1.84413 -8.93669  -0.530
84 O 3.72571 1.27001 -11.05475  -0.537
85 O 3.18926 0.07887 -8.96347  -0.329
86 H 2.98168 -1.75363 -9.86973  0.275
87 H 3.15220 -1.81370 -8.09956  0.178
88 H 5.32595 -2.34091 -9.58407  0.309
89 H 5.50573 -1.21667 -8.21721  0.290
90 C -9.13870 -2.48598 2.47947  -0.246
91 C -7.93169 -2.04907 1.67715  -0.088
92 O -7.87802 -2.95126 0.57259  -0.350
93 S -9.38009 -3.38448 0.16741  1.078
94 O -9.80357 -2.57060 -0.91669  -0.539
95 O -9.44260 -4.79748 0.13002  -0.519
96 O -10.11590 -2.86322 1.50287  -0.310
97 H -8.91028 -3.35934 3.09156  0.246
98 H -9.52315 -1.69129 3.11515  0.243
99 H -7.01097 -2.09323 2.25461  0.356
100 H -8.06364 -1.03817 1.28044  0.114
101 C -11.52979 -1.31356 6.30361  -0.247
102 C -11.99523 -2.62669 6.89756  -0.359
103 O -10.89227 -3.51986 6.71312  -0.298
104 S -9.51541 -2.69318 6.80594  1.081
105 O -8.99580 -2.82463 8.11666  -0.541
106 O -8.74330 -2.97957 5.64821  -0.483
107 O -10.14584 -1.21582 6.65748  -0.288
108 H -11.60375 -1.32382 5.21316  0.214
109 H -12.08352 -0.46307 6.69521  0.316
110 H -12.88710 -3.01174 6.40911  0.322
111 H -12.18045 -2.53398 7.97022  0.296
112 C 10.76971 -0.91174 2.64757  -0.318
113 C 10.10517 -1.56281 3.84279  -0.313
114 O 9.07223 -0.64936 4.22600  -0.357
115 S 8.50786 0.09383 2.91455  1.196
116 O 7.32824 -0.57258 2.49221  -0.458
117 O 8.55590 1.49386 3.14066  -0.630
118 O 9.70002 -0.30865 1.91250  -0.344
119 H 11.45831 -0.12245 2.95734  0.296
120 H 11.30006 -1.63046 2.02683  0.309
121 H 10.79671 -1.72780 4.66552  0.315
122 H 9.63499 -2.51032 3.56838  0.278

=====

[2]
Computed, not measured: a structure of composition C26H48IN6O5P2W in a non-equilibrium geometry, with ωB97M-V/def2-TZVPD.

## Properties
LUMO level (spin up / spin down), Eh: -0.3389 / -0.3555
Multiplicity: 3
Charge: +3
Relative energy (zero: lowest compared OMol25 entry of this formula, charge and spin), kcal/mol: 40.4
Kohn-Sham gap (spin up / spin down), Eh: 0.276 / 0.285

Each line ends with the Mulliken charge.
Cartesian coordinates (Å):
1 W -0.51559 0.69459 -1.06456  1.134
2 C -4.80866 -0.38116 2.54294  -1.844
3 C -3.44546 0.10562 3.01191  0.621
4 C -2.51694 -1.07330 3.34592  -1.139
5 C -2.74379 1.00864 2.02635  -0.180
6 C -3.13138 1.14452 0.71288  -0.810
7 C -2.42659 1.96711 -0.20039  -1.617
8 C -1.34740 2.74765 0.22301  1.304
9 C -0.97120 4.04692 -0.45557  -1.571
10 C -0.96315 2.60170 1.57893  -1.210
11 C -1.64223 1.78599 2.44314  -0.791
12 H -5.30320 -0.92740 3.34443  0.446
13 H -4.72202 -1.07309 1.69839  0.333
14 H -5.46778 0.43819 2.25361  0.442
15 H -3.57843 0.69235 3.92599  0.549
16 H -2.14452 -1.55147 2.43254  0.135
17 H -3.05287 -1.82612 3.92319  0.531
18 H -1.65507 -0.75950 3.93793  0.216
19 H -4.05251 0.67345 0.38369  1.250
20 H -2.96085 2.29934 -1.07853  1.138
21 H -1.58286 4.83161 -0.00616  0.421
22 H -1.17377 4.05590 -1.52333  0.281
23 H 0.07295 4.30547 -0.28536  0.279
24 H -0.15792 3.22454 1.95198  0.545
25 H -1.36829 1.78201 3.49080  0.795
26 C 2.82754 -4.02813 -0.67849  -0.942
27 N 2.00126 -2.83713 -0.97810  0.467
28 C 2.49345 -2.12005 -2.16751  -0.366
29 P 1.26344 -2.04072 0.21063  -1.518
30 O 0.10887 -1.18981 -0.28029  0.691
31 O 2.29876 -1.02374 0.91714  -0.658
32 P 2.21543 0.57093 1.05272  -0.695
33 O 0.88886 1.02099 0.45644  0.960
34 N 2.28840 0.93078 2.61700  0.411
35 C 3.56378 1.18669 3.31392  -0.908
36 C 1.26337 0.36232 3.50422  -1.138
37 N 3.49488 1.14390 0.24072  0.544
38 C 3.70802 2.60652 0.23360  -1.295
39 C 4.76029 0.38911 0.11197  -1.015
40 N 0.80223 -3.02352 1.40172  0.784
41 C -0.22037 -4.04287 1.10403  -1.073
42 C 1.61215 -3.34421 2.58983  -0.930
43 H 2.76374 -4.70932 -1.52465  0.360
44 H 2.47161 -4.54569 0.20552  0.312
45 H 3.87063 -3.74219 -0.53102  0.304
46 H 2.52606 -2.81406 -3.00613  0.405
47 H 3.50641 -1.74893 -1.99354  0.308
48 H 1.83723 -1.29662 -2.42783  -0.492
49 H 4.26335 1.71042 2.67239  0.261
50 H 4.01219 0.25373 3.65974  0.317
51 H 3.35931 1.82096 4.17427  0.367
52 H 0.40140 0.02885 2.93057  0.127
53 H 0.94071 1.11213 4.22571  0.389
54 H 1.67436 -0.49110 4.04811  0.468
55 H 2.77144 3.14020 0.39391  0.399
56 H 4.13127 2.89901 -0.72822  0.343
57 H 4.41223 2.90965 1.00918  0.432
58 H 4.57749 -0.68053 0.14123  0.271
59 H 5.45404 0.65822 0.90938  0.318
60 H 5.21473 0.63899 -0.84576  0.352
61 H -0.77053 -3.79341 0.19655  0.268
62 H -0.92485 -4.09249 1.93350  0.355
63 H 0.23599 -5.02485 0.97012  0.378
64 H 2.33195 -2.55883 2.79709  0.197
65 H 2.14376 -4.28801 2.45614  0.341
66 H 0.94366 -3.43846 3.44470  0.308
67 N -2.17995 -0.76391 -1.27321  -0.672
68 C -2.62652 -1.45566 -2.52992  -0.796
69 C -1.45483 -2.00140 -3.33542  -0.346
70 C -0.62802 -0.81894 -3.73649  0.216
71 O -0.55619 -0.30018 -4.80453  -0.497
72 O 0.02107 -0.29070 -2.64567  0.215
73 H -1.75543 -1.46325 -0.66473  0.119
74 H -3.01262 -0.44886 -0.78787  0.136
75 H -3.20071 -0.74438 -3.12309  0.479
76 H -3.30254 -2.25822 -2.23694  0.589
77 H -1.81556 -2.53082 -4.21480  0.546
78 H -0.86402 -2.67931 -2.71677  0.075
79 I 1.56839 2.33751 -2.34190  0.387
80 C -0.16593 2.49364 -3.38958  0.549
81 C -0.28116 3.11559 -4.61231  -0.851
82 C -1.53490 3.11333 -5.21054  -0.565
83 C -2.59948 2.49740 -4.57206  -1.200
84 C -2.39313 1.90335 -3.34480  -0.428
85 N -1.18830 1.91297 -2.74300  1.284
86 H 0.57344 3.58024 -5.08272  0.582
87 H -1.67439 3.58610 -6.17422  0.471
88 H -3.58485 2.47209 -5.01534  0.516
89 H -3.20340 1.42122 -2.81832  0.524

=====

- Number 1 is which compound?
  C26H48ClNO36PS9

=====

- Which of these has the highest multiplicity?
  C26H48IN6O5P2W

=====

- What is the multiplicity in the second record?
  3